Record 1
The ion C4H3O3S with charge -1. Source: the Open Molecules 2025 dataset; level of theory: ωB97M-V/def2-TZVPD.

Cartesian coordinates (Å):
C1 0.025 -0.140 0.006
C2 0.990 0.770 0.032
C3 -0.907 0.137 -1.054
C4 0.928 1.541 -1.220
O1 -3.660 0.330 -0.979
O2 -2.789 0.209 1.311
O3 -0.191 1.153 -1.760
S1 -2.727 0.906 0.010
H1 -0.219 -0.817 0.829
H2 1.697 0.974 0.841
H3 -1.371 -0.538 -1.715

Properties
ΔE to the lowest compared entry with this formula, charge and spin = 70.7 kcal/mol
Frontier orbital gap (alpha / beta) = 5.5 / 5.7 eV
2S+1 = 3
Total charge = -1
Calculated total energy = -777.987147 Eh
Max |F| = 0.08809 hartree/bohr
<S²> = 2.010

Löwdin charges, unit e, in atom order: C -0.2094; C -0.1683; C -0.2226; C -0.1102; O -0.5518; O -0.5402; O -0.1657; S 0.6989; H 0.0948; H 0.0799; H 0.0944

Record 2
The molecule C15H20N2O5S. Source: the Open Molecules 2025 dataset; level of theory: ωB97M-V/def2-TZVPD.

Cartesian coordinates (Å):
C1 -0.163 8.238 -1.313
C2 -0.168 6.906 -0.574
C3 -1.283 5.993 -1.093
O1 -1.451 4.809 -0.344
C4 -0.412 3.873 -0.465
C5 -0.950 2.495 -0.082
C6 0.141 1.480 0.286
C7 -0.438 0.162 -0.215
C8 0.511 -0.944 -0.650
C9 -0.151 -2.243 -0.135
C10 -0.865 -3.006 -1.251
C11 0.848 -3.139 0.542
C12 0.696 -3.730 1.751
S1 2.079 -4.700 2.128
C13 2.762 -4.210 0.575
N1 4.006 -4.603 0.213
N2 2.015 -3.418 -0.111
O2 -1.121 -1.828 0.837
C14 -1.309 -0.519 0.854
O3 -2.042 0.045 1.613
C15 -1.387 0.633 -1.332
O4 -1.827 -0.053 -2.209
O5 -1.637 1.925 -1.199
H1 0.637 8.874 -0.942
H2 -1.109 8.756 -1.172
H3 -0.014 8.083 -2.379
H4 0.799 6.416 -0.703
H5 -0.324 7.072 0.493
H6 -1.100 5.747 -2.151
H7 -2.245 6.506 -1.016
H8 0.423 4.125 0.207
H9 -0.038 3.839 -1.499
H10 -1.679 2.616 0.727
H11 0.329 1.475 1.358
H12 1.068 1.708 -0.245
H13 1.493 -0.815 -0.193
H14 0.627 -0.985 -1.731
H15 -1.516 -2.331 -1.801
H16 -1.459 -3.808 -0.819
H17 -0.125 -3.430 -1.923
H18 -0.126 -3.656 2.431
H19 4.392 -5.414 0.664
H20 4.247 -4.462 -0.755

Properties
ΔE to the lowest compared entry with this formula, charge and spin = 23.9 kcal/mol
Frontier orbital gap = 8.9 eV
SMILES = CCCOC[C@@H]1C[C@]2(C[C@@](C)(c3csc(N)n3)OC2=O)C(=O)O1
Total charge = 0
Calculated total energy = -1467.531091 Eh
Max |F| = 0.02017 hartree/bohr

Löwdin charges, unit e, in atom order: C -0.1120; C -0.2427; C -0.2322; O -0.1265; C -0.1675; C -0.2358; C -0.0269; C -0.2260; C -0.0039; C -0.4046; C 0.0215; C -0.3457; C -0.3473; S 1.0220; C -0.6891; N 0.0837; N 0.1025; O 0.1088; C -0.4064; O 0.1646; C -0.4121; O 0.1521; O 0.1102; H 0.0695; H 0.0724; H 0.0729; H 0.1035; H 0.1150; H 0.1286; H 0.1290; H 0.1352; H 0.1434; H 0.1642; H 0.1417; H 0.1363; H 0.1317; H 0.1397; H 0.0774; H 0.0962; H 0.0937; H 0.0729; H 0.0877; H 0.1022

Record 3
A cluster of 2 separate species, C4H10NO2 in total. Source: the Open Molecules 2025 dataset; level of theory: ωB97M-V/def2-TZVPD.

Cartesian coordinates (Å):
C1 1.877 -0.275 -0.574
C2 0.619 -0.884 -1.142
C3 0.049 -2.009 -0.280
H1 1.724 0.107 0.433
H2 2.227 0.552 -1.196
H3 2.701 -1.002 -0.546
H4 0.826 -1.285 -2.145
H5 -0.167 -0.141 -1.269
H6 -0.904 -2.366 -0.675
H7 0.723 -2.876 -0.246
H8 -0.080 -1.650 0.741
N1 -2.298 2.271 1.234
C4 -1.080 1.570 0.960
O1 -0.810 0.631 1.744
O2 -0.443 1.967 -0.042
H9 -2.618 2.204 2.187
H10 -2.345 3.187 0.817

Properties
ΔE to the lowest compared entry with this formula, charge and spin = 0.4 kcal/mol
Frontier orbital gap = 8.3 eV
Total charge = -1
Calculated total energy = -363.723738 Eh
Max |F| = 0.01573 hartree/bohr

Löwdin charges, unit e, in atom order: C -0.1435; C -0.3393; C -0.1369; H 0.0636; H 0.0630; H 0.0582; H 0.0877; H 0.0813; H 0.0580; H 0.0558; H 0.0553; N 0.0660; C -0.8564; O -0.1036; O -0.1017; H 0.0459; H 0.0465

Record 4
A cluster of 8 separate species, C30H43F21O19P2 in total. Source: the Open Molecules 2025 dataset; level of theory: ωB97M-V/def2-TZVPD.

Cartesian coordinates (Å):
C1 1.055 -3.433 4.312
C2 1.670 -3.657 2.806
O1 2.951 -4.378 2.760
P1 4.299 -3.373 3.210
O2 4.248 -3.245 4.814
O3 5.751 -4.251 2.684
O4 4.258 -1.750 2.582
P2 4.842 -1.663 0.938
O5 3.526 -1.701 0.007
H1 -0.094 -3.753 4.280
H2 1.608 -4.014 5.164
H3 1.052 -2.269 4.575
H4 0.884 -4.343 2.224
H5 1.813 -2.606 2.264
H6 6.456 -4.113 3.394
H7 5.513 -0.385 0.662
H8 5.782 -2.696 0.576
C3 0.107 3.155 5.852
C4 -1.190 2.616 6.427
O6 -1.185 1.180 6.417
C5 -0.538 0.571 7.461
O7 0.021 1.181 8.368
C6 -0.656 -0.949 7.354
F1 -0.431 -1.408 6.089
F2 -1.898 -1.393 7.703
F3 0.224 -1.610 8.158
H9 0.288 2.742 4.855
H10 0.076 4.246 5.784
H11 0.962 2.871 6.474
H12 -2.029 2.935 5.800
H13 -1.376 3.001 7.436
C7 4.388 2.287 -0.490
C8 5.528 3.267 -0.695
O8 5.401 4.382 0.201
C9 5.873 4.191 1.473
O9 6.378 3.142 1.865
C10 5.724 5.467 2.300
F4 4.507 6.062 2.138
F5 6.653 6.408 1.964
F6 5.864 5.255 3.639
H14 3.422 2.794 -0.584
H15 4.437 1.477 -1.223
H16 4.421 1.849 0.513
H17 5.486 3.671 -1.713
H18 6.504 2.782 -0.582
C11 -0.619 0.716 -4.306
C12 -0.358 1.955 -3.469
O10 1.051 2.127 -3.253
C13 1.748 2.736 -4.265
O11 1.236 3.120 -5.312
C14 3.217 2.902 -3.881
F7 3.744 1.781 -3.308
F8 3.402 3.910 -2.982
F9 4.017 3.191 -4.947
H19 -0.154 -0.163 -3.848
H20 -1.693 0.536 -4.406
H21 -0.190 0.818 -5.307
H22 -0.819 1.835 -2.483
H23 -0.797 2.850 -3.924
C15 -7.028 1.264 -7.853
C16 -6.564 1.985 -6.601
O12 -6.096 1.044 -5.622
C17 -4.807 0.604 -5.776
O13 -4.065 0.965 -6.685
C18 -4.425 -0.347 -4.642
F10 -5.399 -1.263 -4.370
F11 -4.190 0.316 -3.473
F12 -3.296 -1.065 -4.906
H24 -7.779 0.506 -7.605
H25 -7.459 1.969 -8.569
H26 -6.198 0.741 -8.338
H27 -7.408 2.518 -6.151
H28 -5.795 2.732 -6.826
C19 -4.018 -4.611 -0.313
C20 -2.879 -3.630 -0.519
O14 -3.006 -2.516 0.377
C21 -2.533 -2.707 1.650
O15 -2.029 -3.756 2.042
C22 -2.683 -1.431 2.476
F13 -3.900 -0.836 2.314
F14 -1.753 -0.490 2.141
F15 -2.542 -1.643 3.816
H29 -4.984 -4.104 -0.407
H30 -3.970 -5.420 -1.047
H31 -3.986 -5.049 0.689
H32 -2.921 -3.227 -1.536
H33 -1.902 -4.115 -0.405
C23 4.416 -6.517 3.871
C24 3.119 -7.057 4.446
O16 3.123 -8.492 4.436
C25 3.770 -9.102 5.480
O17 4.330 -8.491 6.387
C26 3.652 -10.621 5.373
F16 3.877 -11.080 4.108
F17 2.410 -11.066 5.722
F18 4.532 -11.282 6.177
H34 4.596 -6.931 2.874
H35 4.385 -5.426 3.803
H36 5.271 -6.801 4.493
H37 2.279 -6.737 3.819
H38 2.932 -6.672 5.455
C27 -4.022 8.859 -6.936
C28 -5.319 8.319 -6.361
O18 -5.315 6.884 -6.371
C29 -4.668 6.274 -5.326
O19 -4.108 6.885 -4.419
C30 -4.786 4.755 -5.434
F19 -4.561 4.295 -6.699
F20 -6.027 4.310 -5.085
F21 -3.905 4.094 -4.630
H39 -3.842 8.445 -7.933
H40 -4.053 9.950 -7.004
H41 -3.167 8.575 -6.314
H42 -6.159 8.639 -6.987
H43 -5.506 8.704 -5.352

Properties
Frontier orbital gap = 10.1 eV
SMILES = CCO[P@@](=O)(O)O[PH2]=O.CCOC(=O)C(F)(F)F.CCOC(=O)C(F)(F)F.CCOC(=O)C(F)(F)F.CCOC(=O)C(F)(F)F.CCOC(=O)C(F)(F)F.CCOC(=O)C(F)(F)F.CCOC(=O)C(F)(F)F
Total charge = 0
Calculated total energy = -5378.446271 Eh
Max |F| = 0.13693 hartree/bohr

Löwdin population analysis, charges in e, atoms 1 to 99: C -0.0965; C -0.2447; O -0.2911; P 0.7165; O -0.3356; O -0.2300; O -0.4083; P 0.7565; O -0.4927; H 0.0879; H 0.0879; H 0.0840; H 0.1389; H 0.1236; H 0.1191; H 0.0302; H 0.0310; C -0.0643; C -0.2118; O 0.0074; C -0.3210; O 0.1450; C -0.4637; F 0.1176; F 0.1447; F 0.1448; H 0.0826; H 0.0829; H 0.0787; H 0.1259; H 0.1259; C -0.0727; C -0.2032; O 0.0168; C -0.3224; O 0.1364; C -0.4701; F 0.1397; F 0.1430; F 0.1409; H 0.0865; H 0.0709; H 0.0657; H 0.1160; H 0.1269; C -0.0491; C -0.2012; O 0.0104; C -0.3213; O 0.1471; C -0.4603; F 0.1277; F 0.1373; F 0.1452; H 0.0901; H 0.0525; H 0.0851; H 0.1290; H 0.1247; C -0.0542; C -0.2233; O 0.0186; C -0.3212; O 0.1475; C -0.4728; F 0.1414; F 0.1398; F 0.1304; H 0.0841; H 0.0848; H 0.0788; H 0.1268; H 0.0919; C -0.0626; C -0.2084; O 0.0116; C -0.3186; O 0.1293; C -0.4685; F 0.1412; F 0.1424; F 0.1383; H 0.0842; H 0.0839; H 0.0777; H 0.1247; H 0.1261; C -0.0790; C -0.1917; O 0.0135; C -0.3247; O 0.1446; C -0.4710; F 0.1376; F 0.1412; F 0.1391; H 0.0983; H -0.0143; H 0.0921

Record 5
The molecule C24H39N3O5S. Source: the Open Molecules 2025 dataset; level of theory: ωB97M-V/def2-TZVPD.

Cartesian coordinates (Å):
C1 1.627 -3.215 1.184
C2 2.719 -2.656 0.278
O1 2.250 -1.654 -0.604
C3 2.323 -0.336 -0.228
C4 2.545 0.082 1.077
C5 2.598 1.424 1.405
C6 2.444 2.400 0.435
C7 2.463 3.864 0.793
C8 1.149 4.555 0.404
N1 0.019 3.802 0.890
C9 -1.028 4.339 1.536
O2 -1.137 5.522 1.794
C10 -2.090 3.301 1.927
C11 -1.475 2.326 2.945
C12 -2.320 1.066 3.106
N2 -2.544 0.426 1.821
S1 -1.114 -0.172 1.160
O3 -0.480 -0.896 2.218
O4 -0.347 0.836 0.487
N3 -1.624 -1.226 0.029
C13 -2.537 -2.271 0.414
C14 -2.176 -3.572 -0.302
C15 -2.095 -3.357 -1.816
C16 -1.682 -4.642 -2.527
C17 -1.109 -2.224 -2.109
C18 -1.541 -0.952 -1.384
C19 -3.310 1.281 0.938
C20 -2.629 2.622 0.655
C21 2.239 1.985 -0.872
C22 2.167 0.645 -1.224
O5 1.871 0.412 -2.544
C23 2.459 -0.683 -3.223
C24 3.983 -0.629 -3.214
H1 1.078 -2.415 1.676
H2 2.070 -3.866 1.934
H3 0.920 -3.795 0.595
H4 3.098 -3.449 -0.379
H5 3.561 -2.277 0.868
H6 2.631 -0.643 1.869
H7 2.747 1.705 2.437
H8 2.620 3.967 1.868
H9 3.284 4.367 0.279
H10 1.090 5.557 0.836
H11 1.086 4.641 -0.687
H12 0.053 2.806 0.707
H13 -2.911 3.837 2.415
H14 -0.482 2.011 2.620
H15 -1.373 2.833 3.906
H16 -3.299 1.293 3.539
H17 -1.807 0.340 3.737
H18 -3.571 -1.983 0.170
H19 -2.450 -2.378 1.496
H20 -1.208 -3.916 0.063
H21 -2.922 -4.333 -0.066
H22 -3.086 -3.058 -2.179
H23 -2.388 -5.442 -2.316
H24 -0.696 -4.959 -2.195
H25 -1.647 -4.488 -3.603
H26 -0.115 -2.501 -1.757
H27 -1.057 -2.030 -3.181
H28 -2.515 -0.613 -1.772
H29 -0.807 -0.157 -1.513
H30 -4.285 1.434 1.412
H31 -3.462 0.738 0.003
H32 -1.814 2.440 -0.044
H33 -3.342 3.292 0.171
H34 2.113 2.706 -1.666
H35 2.084 -0.584 -4.246
H36 2.113 -1.634 -2.808
H37 4.359 -0.741 -2.200
H38 4.384 -1.431 -3.829
H39 4.327 0.326 -3.607

Properties
ΔE to the lowest compared entry with this formula, charge and spin = 3.5 kcal/mol
Frontier orbital gap = 8.7 eV
SMILES = CCOc1ccc(CCNC(=O)C2CCN(S(=O)(=O)N3CCC(C)CC3)CC2)cc1OCC
Total charge = 0
Calculated total energy = -1876.590520 Eh
Max |F| = 0.02038 hartree/bohr

Löwdin charges, unit e, in atom order: C -0.0483; C -0.2318; O -0.0811; C -0.2058; C -0.0177; C -0.0395; C -0.2506; C -0.1228; C -0.1600; N 0.0783; C -0.4736; O 0.0603; C -0.2006; C -0.1244; C -0.1893; N -0.2136; S 0.6538; O -0.2583; O -0.2664; N -0.2307; C -0.1824; C -0.1378; C -0.3834; C -0.0687; C -0.1384; C -0.1730; C -0.1808; C -0.1246; C 0.0406; C -0.2097; O -0.0479; C -0.2444; C -0.0542; H 0.0456; H 0.0817; H 0.0582; H 0.1253; H 0.1184; H 0.1128; H 0.1156; H 0.1150; H 0.1191; H 0.1214; H 0.1190; H 0.0912; H 0.1492; H 0.0985; H 0.1299; H 0.1317; H 0.1144; H 0.1300; H 0.1195; H 0.1038; H 0.1216; H 0.1423; H 0.0765; H 0.0794; H 0.0769; H 0.1122; H 0.1247; H 0.1275; H 0.1138; H 0.1308; H 0.1103; H 0.0955; H 0.1277; H 0.1316; H 0.1228; H 0.1024; H 0.0728; H 0.0768; H 0.0810

Record 6
The molecule C4H9N. Source: the Open Molecules 2025 dataset; level of theory: ωB97M-V/def2-TZVPD.

Cartesian coordinates (Å):
C1 0.199 0.959 1.011
C2 -0.088 -0.248 0.156
C3 -0.185 -1.570 0.906
C4 -0.064 -0.219 -1.174
N1 -0.079 0.987 -1.919
H1 -0.515 1.770 0.865
H2 0.269 0.808 2.077
H3 1.177 1.328 0.685
H4 -0.752 -2.327 0.357
H5 0.826 -1.963 1.039
H6 -0.663 -1.349 1.850
H7 -0.300 -1.104 -1.766
H8 0.641 1.129 -2.612
H9 -0.466 1.797 -1.475

Properties
ΔE to the lowest compared entry with this formula, charge and spin = 11.8 kcal/mol
Frontier orbital gap = 9.1 eV
SMILES = CC(C)=CN
Total charge = 0
Calculated total energy = -212.532382 Eh
Max |F| = 0.02385 hartree/bohr

Löwdin charges, unit e, in atom order: C -0.0746; C -0.3535; C -0.0737; C -0.1951; N 0.0229; H 0.0700; H 0.0660; H 0.0832; H 0.0716; H 0.0787; H 0.0633; H 0.1077; H 0.0716; H 0.0621